[1]
52
Properties=species:S:1:pos:R:3:nbo_charge:R:1 method="wB97M-V/def2-TZVPD" lumo_energy_ha=0.1482 orbital_gap_ev=5.955 e_tot_ev=-126043.844 fmax_ev_per_a=1.1 charge=-2
H -1.99 6.61 0.19 0.210
C -4.40 -0.46 -1.11 -0.092
C -4.40 0.24 1.18 -0.098
C 4.75 0.92 -0.25 -0.132
C 5.76 3.48 -0.06 -0.328
C 4.29 -3.80 0.75 -0.212
Ag 0.03 -0.17 -0.02 0.797
H 6.78 0.27 -0.11 0.192
C -3.02 0.16 1.18 -0.105
H -2.70 4.61 1.50 0.214
C -3.01 -0.50 -1.06 -0.115
C 4.38 3.30 -0.13 0.423
H -2.11 5.67 -1.33 0.208
O 2.04 0.63 -0.93 -0.722
C 4.58 -5.15 0.54 -0.235
H 6.15 4.49 0.00 0.198
C -0.58 3.30 -0.08 -0.087
C 3.86 1.99 -0.26 -0.220
O -0.41 -4.01 0.09 -0.625
C 2.23 -5.68 0.33 -0.191
C 0.68 -3.54 0.37 0.633
C 2.28 -2.09 0.92 0.622
H 5.61 -5.48 0.52 0.193
C -1.90 5.61 -0.25 -0.536
C 6.11 1.12 -0.13 -0.286
C 2.41 1.70 -0.42 0.618
C 2.97 -3.42 0.72 -0.041
H 3.81 -7.12 0.22 0.191
C 6.62 2.40 -0.06 -0.205
O 3.58 4.38 -0.08 -0.732
H -3.85 4.74 0.14 0.220
S -0.18 5.07 -0.03 0.169
Cl -5.28 0.77 2.58 -0.010
C 1.95 -4.34 0.48 -0.133
Cl -2.14 -0.95 -2.48 0.001
Cl -5.27 -0.86 -2.55 -0.007
N 0.29 2.39 -0.09 -0.291
H 2.64 4.03 -0.07 0.504
N 0.97 -2.24 0.63 -0.715
C -2.81 4.60 0.41 -0.536
N 1.60 2.71 -0.07 -0.552
C -5.11 -0.07 0.02 -0.115
H 7.69 2.57 0.01 0.187
H 4.33 -0.07 -0.32 0.249
O 2.82 -1.08 1.35 -0.619
H 5.08 -3.08 0.89 0.215
C -2.25 -0.18 0.06 -0.364
Cl -2.16 0.56 2.62 -0.005
C 3.56 -6.08 0.36 -0.235
Cl -6.82 0.04 -0.02 -0.002
H 1.43 -6.40 0.19 0.213
S -2.29 2.96 -0.20 0.288

---

[2]
59
Properties=species:S:1:pos:R:3:nbo_charge:R:1 method="wB97M-V/def2-TZVPD" relative_energy_kj_mol=101.0 lumo_energy_ha=-0.2959 orbital_gap_ev=6.078 e_tot_ev=-95980.291 fmax_ev_per_a=0.6 charge=+2
O -3.97 -4.29 0.17 -0.364
H -0.15 0.72 4.55 0.265
H -4.50 0.52 -0.87 0.242
C 2.82 -0.49 -0.83 0.108
S 3.92 1.16 -2.40 0.510
N 1.89 0.58 -0.90 -0.599
H -2.83 3.11 1.10 0.254
N -3.08 1.28 -2.22 -0.364
C 2.37 1.52 -1.73 0.301
C -2.20 -3.00 -0.94 0.426
H 0.86 2.92 -1.83 0.420
H 0.52 0.32 -4.98 0.431
N -3.19 0.72 6.20 -0.146
W 0.03 0.38 0.32 1.735
H -3.89 1.64 -4.10 0.256
C -0.73 1.25 3.81 -0.170
C -1.71 -1.69 0.95 0.149
C -2.84 2.19 3.01 -0.015
O -1.13 -0.62 1.53 -0.708
S 1.45 1.11 2.16 0.261
C -2.79 -2.55 1.46 0.413
C 2.51 -1.55 0.10 0.097
C -2.06 1.51 4.02 -0.057
C -2.25 2.60 1.85 -0.130
C -3.13 -3.45 0.23 0.394
H -1.74 1.26 -5.29 0.267
H 2.28 3.30 -2.70 0.433
C -0.67 0.85 -3.42 0.500
H -0.23 -1.54 3.00 0.435
O -2.24 -3.34 -2.08 -0.434
H 4.78 -1.01 -1.63 0.280
H -4.42 2.30 -0.95 0.230
H 0.52 -2.99 3.58 0.435
N 1.44 -1.28 0.94 -0.570
C -0.87 2.36 1.63 -0.224
S -0.04 2.86 0.19 0.069
C -1.80 1.21 -4.21 -0.332
N 1.75 2.62 -2.18 -0.760
C -2.98 1.40 -3.58 0.132
C 3.19 -2.68 0.35 -0.381
C -4.24 2.41 3.21 0.199
C -1.96 1.03 -1.53 0.799
N 0.49 -2.24 2.91 -0.767
C -2.69 1.08 5.23 0.212
C -0.11 1.67 2.61 -0.161
H -5.17 1.37 -2.27 0.242
C -1.31 -1.98 -0.31 0.206
C 1.36 -2.21 1.90 0.300
C 3.93 -0.34 -1.57 -0.397
H 4.05 -3.08 -0.16 0.274
O -3.28 -2.56 2.55 -0.440
H 1.18 0.00 -3.42 0.418
N 0.46 0.43 -3.98 -0.715
N -0.76 0.91 -2.09 -0.546
S 2.54 -3.46 1.73 0.515
C -4.38 1.37 -1.53 -0.404
N -5.37 2.57 3.33 -0.164
O -1.99 0.83 -0.27 -0.669
O -0.35 -1.24 -0.84 -0.689

---

[3]
41
Properties=species:S:1:pos:R:3:nbo_charge:R:1 method="wB97M-V/def2-TZVPD" lumo_energy_ha=0.0698 orbital_gap_ev=5.276 e_tot_ev=-29221.571 fmax_ev_per_a=5.0 charge=-1
C 0.45 2.95 3.66 -0.074
C 0.26 -3.24 -6.25 -0.284
C -0.68 2.95 5.93 -0.491
C 1.02 2.86 1.38 -0.137
H -0.42 3.36 6.91 0.208
C 0.31 1.62 1.61 -0.122
H -0.35 0.18 -3.72 0.218
C 0.02 0.73 0.58 -0.097
H 0.30 -4.97 -2.52 0.201
H 0.20 -3.34 -0.39 0.219
H -1.23 1.17 7.03 0.189
H 0.42 -3.91 -7.09 0.201
C -1.02 1.57 5.99 -0.156
H 0.97 4.30 5.10 0.195
C -0.17 1.79 3.00 -0.029
C -0.99 0.88 3.54 -0.202
H -1.69 3.45 5.67 0.194
O 1.38 1.31 -1.46 -0.704
C 0.44 -3.85 -4.99 -0.110
H -0.19 0.29 -5.95 0.214
C 1.20 3.55 2.63 -0.252
C 0.29 -1.84 -6.47 -0.157
O -1.38 -1.22 1.12 -0.636
C 0.53 0.61 -0.80 0.465
H 1.81 4.39 2.73 0.195
C 0.13 -3.04 -1.48 -0.158
H -1.78 -0.17 5.37 0.205
C -1.37 0.73 4.95 -0.232
C -0.03 -0.68 -4.20 -0.053
C 0.07 -1.71 -1.92 -0.077
C 0.00 -0.74 -5.63 -0.285
H 0.67 -4.95 -5.04 0.205
H 1.43 3.19 0.38 0.245
C 0.08 -1.80 -3.30 -0.065
H -1.12 -0.02 2.86 0.258
C 0.36 3.43 4.94 -0.193
C 0.16 -3.20 -3.68 -0.056
C -0.58 -0.62 0.44 0.502
C 0.13 -3.91 -2.51 -0.281
H 0.54 -1.52 -7.43 0.198
C -0.17 -0.58 -0.95 -0.263

---

[4]
84
Properties=species:S:1:pos:R:3:mulliken_charge:R:1 method="wB97M-V/def2-TZVPD" lumo_energy_ha=0.2164 orbital_gap_ev=6.719 e_tot_ev=-653732.740 fmax_ev_per_a=9.0 charge=-4
Br 1.54 -0.01 9.91 -0.203
C 1.99 -5.87 1.30 0.320
H 4.57 -6.19 14.09 0.454
O 5.73 -7.45 7.33 -0.637
O 4.03 -4.74 2.17 -0.628
O 4.72 -4.95 9.56 -0.868
C 4.73 -2.60 9.86 0.655
B 4.91 -8.27 6.44 1.083
C 4.29 -10.54 6.44 0.323
O 4.26 -11.74 6.25 -0.662
H 8.34 -1.12 9.87 -0.170
C 5.78 -6.46 5.21 0.558
H 2.25 -4.44 13.63 0.171
O -1.19 -6.81 5.89 -0.761
O 4.45 -1.19 6.20 -0.677
O 6.75 -3.93 9.63 -0.431
H 4.21 -5.74 12.40 0.097
O 0.92 -6.48 1.91 -0.582
O 6.54 -1.37 6.98 -0.762
O 6.07 -5.67 4.28 -0.660
H 3.99 0.39 9.07 0.429
O 1.37 -7.75 3.83 -0.720
B 3.35 -4.45 9.42 1.475
Br -0.37 -4.08 12.36 -0.202
C 3.13 -9.62 7.06 0.546
H -0.22 -1.66 11.56 0.599
Br 2.42 3.03 8.03 -0.260
O 2.05 -10.07 7.50 -0.674
C 4.05 -5.48 13.45 -0.424
O 0.71 -6.53 10.14 -0.614
O 3.41 -2.96 9.74 -0.040
C -0.33 -6.82 4.94 0.640
O 10.92 -0.39 6.96 -0.695
O 3.50 -8.35 6.91 0.142
O 5.63 -2.88 4.07 -0.644
O 2.91 -4.89 8.07 -0.552
O 5.34 -9.66 6.31 -0.535
C 2.68 -5.34 14.05 -0.370
C 8.85 -0.82 10.78 -0.279
H -2.33 -2.71 10.83 0.369
O 6.80 -5.55 7.25 -0.661
C 3.02 0.15 8.64 0.029
C 6.07 -6.35 6.66 0.688
B 7.80 -1.90 6.53 1.748
O 8.82 -0.85 6.28 -0.635
Br -1.40 -4.41 9.03 -0.081
H 2.67 -5.31 15.14 0.405
O 2.42 -5.07 10.38 -0.255
C 5.52 -3.92 9.69 0.502
Br 9.13 -3.58 11.69 -0.157
O 8.41 -2.81 7.57 -0.026
H 3.18 -0.87 8.27 -0.183
H -1.55 -1.88 9.46 0.364
Br 5.08 -3.77 13.60 -0.204
H 8.34 0.14 10.90 0.501
C 6.23 -2.45 5.06 0.474
H 3.46 1.18 6.82 0.269
H 7.40 -1.79 12.19 0.115
H 0.64 -2.60 10.36 -0.227
C 1.93 -5.72 8.21 0.408
C 5.62 -1.56 6.16 0.615
O 7.50 -2.58 5.33 -0.640
C 2.59 1.13 7.48 -0.575
Br 10.81 -0.49 10.55 -0.174
C 2.96 -5.34 2.37 0.699
O 0.37 -9.16 5.35 -0.694
C -1.51 -2.74 10.11 -0.565
O 10.40 -2.99 8.51 -0.655
C 0.52 -8.09 4.77 0.768
O 1.39 -6.42 7.37 -0.648
O 2.11 -5.67 0.10 -0.664
C 9.64 -2.41 7.77 0.296
H 8.90 -1.31 12.94 0.454
C 9.92 -1.08 7.01 0.576
O 4.94 -7.46 5.14 -0.508
B 1.18 -6.44 3.34 1.333
O 2.45 -5.64 3.52 -0.178
C 1.57 -5.76 9.72 0.230
O 0.04 -5.93 4.16 -0.450
O 5.28 -1.50 10.10 -0.752
H 1.74 0.78 6.89 0.498
C -0.27 -2.57 10.97 -0.258
C 8.48 -1.71 12.03 -0.398
Br 1.51 -6.87 13.48 -0.195

---

[5]
51
Properties=species:S:1:pos:R:3:nbo_charge:R:1 method="wB97M-V/def2-TZVPD" relative_energy_kj_mol=0.0 s2=0.894 lumo_energy_ha="-0.0771 / -0.1031" orbital_gap_ev="6.111 / 5.234" e_tot_ev=-279255.933 multiplicity=2 fmax_ev_per_a=0.3
Br -0.87 5.27 -0.12 0.097
C 0.07 0.29 -4.52 -0.176
H 4.15 1.35 2.72 0.220
C 1.17 0.49 -3.69 -0.056
H 1.62 0.50 -7.52 0.213
Mn -0.30 0.32 0.11 1.085
C 2.46 0.84 0.77 0.132
H -2.21 -1.07 4.71 0.194
C 2.16 0.81 2.19 -0.116
N 1.60 0.61 -0.14 -0.221
O -0.52 2.19 0.00 -0.600
C -2.80 1.61 0.05 0.105
H -6.13 1.03 0.08 0.238
H 3.48 1.05 0.46 0.211
C -3.20 -0.67 0.13 0.103
C 2.93 1.02 4.46 -0.177
H 3.73 1.25 5.16 0.223
C -2.17 3.91 -0.05 -0.142
H -3.81 5.30 -0.08 0.244
N 2.01 0.64 -1.45 -0.397
C 0.24 0.29 -5.90 -0.221
C 1.69 0.64 4.94 -0.241
C 0.66 0.33 4.06 0.313
H 3.57 0.87 -6.04 0.214
H 1.50 0.56 6.00 0.233
C 0.98 0.49 -2.23 0.577
C -4.51 3.30 0.00 -0.118
C 2.59 0.70 -5.62 -0.222
C 3.17 1.08 3.10 -0.200
C 2.43 0.70 -4.24 -0.171
Br -0.11 -2.09 -0.04 -0.411
C -4.16 1.93 0.05 -0.040
H -2.08 0.00 3.29 0.185
C -3.53 4.26 -0.05 -0.210
O -0.50 -0.04 4.65 -0.479
C 1.49 0.50 -6.45 -0.191
N -2.34 0.33 0.10 -0.437
Br -6.32 3.82 -0.01 0.067
H -0.62 0.13 -6.55 0.214
H -2.78 -1.66 0.16 0.242
H -5.26 -1.29 0.15 0.232
C -1.77 2.59 0.00 0.292
H 3.27 0.86 -3.58 0.234
H -0.90 0.13 -4.08 0.231
C -5.07 0.84 0.09 -0.127
H -1.16 -1.52 3.34 0.197
C 0.87 0.46 2.67 0.245
O -0.14 0.26 1.85 -0.464
C -4.59 -0.44 0.13 -0.250
O -0.23 0.33 -1.78 -0.629
C -1.55 -0.70 3.93 -0.244

---

[6]
60
Properties=species:S:1:pos:R:3:nbo_charge:R:1 method="wB97M-V/def2-TZVPD" relative_energy_kj_mol=32.9 lumo_energy_ha=0.1548 orbital_gap_ev=6.762 e_tot_ev=-82895.350 fmax_ev_per_a=1.2 charge=-2
C -2.90 0.45 -4.20 -0.111
C -0.70 1.28 -3.74 -0.269
C 3.40 1.17 -2.33 0.942
Cl -4.14 0.04 -5.38 -0.082
C -0.41 -2.66 1.15 0.622
C 0.06 3.00 3.18 0.078
C -1.00 -2.74 -0.28 -0.296
H -4.12 -0.04 -2.52 0.204
O 2.04 0.52 1.75 -0.874
F 4.46 -2.36 -1.85 -0.343
N -0.38 -1.81 -1.21 -0.903
H -3.53 -1.04 1.49 0.213
C -0.16 2.92 4.57 -0.247
C -3.07 -0.37 2.21 -0.272
H 0.57 -2.08 -1.44 0.410
N 0.39 -1.63 1.35 -0.843
H -2.07 -2.52 -0.21 0.182
C -2.13 0.54 1.77 0.245
C -1.66 0.93 -4.65 -0.223
C -1.14 2.08 5.03 -0.171
H 0.18 -1.45 3.44 0.197
C 0.96 -1.45 2.67 -0.348
C 3.73 -0.76 -3.94 0.941
C 3.21 -0.38 -2.49 0.066
H 0.81 3.68 2.79 0.189
F 3.66 -1.14 -0.26 -0.305
Cd 0.73 0.04 0.06 1.739
C -0.88 1.14 -2.32 0.432
C -3.15 0.33 -2.86 -0.217
H -3.02 0.19 5.56 0.195
F 3.30 -1.99 -4.28 -0.323
F 2.57 1.86 -3.13 -0.319
F 4.65 1.61 -2.65 -0.350
O 1.98 -0.79 -2.29 -0.865
C -3.39 -0.49 3.57 -0.195
H -1.37 2.01 6.08 0.196
F 5.08 -0.77 -4.07 -0.347
H 1.63 -2.28 2.92 0.197
F 3.27 0.07 -4.89 -0.335
C -2.17 0.65 -1.91 -0.183
C -1.49 1.39 2.74 0.087
C 4.21 -1.08 -1.47 0.937
H -0.92 -3.80 -0.58 0.176
F 3.17 1.55 -1.07 -0.314
H -4.11 -1.24 3.88 0.202
C -2.54 0.55 -0.52 0.150
C -1.83 1.26 4.11 -0.010
C 1.76 -0.14 2.81 0.770
H 0.45 3.49 5.25 0.206
O -0.74 -3.54 1.96 -0.759
H -1.48 1.02 -5.71 0.208
N -0.59 2.29 2.30 -0.384
H 0.26 1.64 -4.07 0.227
N -1.72 0.64 0.45 -0.521
C -2.80 0.31 4.51 -0.240
O 2.10 0.18 3.96 -0.745
H -3.62 0.46 -0.33 0.136
O 0.05 1.48 -1.53 -0.784
H -0.89 -1.71 -2.07 0.375
F 5.42 -0.50 -1.33 -0.341

---

[7]
46
Properties=species:S:1:pos:R:3:nbo_charge:R:1 method="wB97M-V/def2-TZVPD" lumo_energy_ha=-0.0161 orbital_gap_ev=7.846 e_tot_ev=-45107.127 smiles="Cc1ccc2nc(NC(=O)c3cccc(-c4cc5ccccc5oc4=O)c3)sc2c1" fmax_ev_per_a=1.3
C -0.30 -3.11 2.50 -0.148
C 1.13 0.56 -2.47 0.398
C -0.08 -2.59 1.23 -0.162
H 1.65 3.28 -4.39 0.221
C 2.01 -2.74 3.04 -0.218
H -0.86 -2.61 0.49 0.240
C -0.70 2.35 0.16 -0.225
H 3.09 3.88 -2.48 0.220
H -0.67 3.65 -2.16 0.221
H -3.34 1.16 -1.59 0.218
C 2.54 2.95 -2.47 -0.236
C 0.44 -1.50 -1.48 0.759
C -1.65 2.26 -0.85 -0.004
C -2.53 -1.45 1.89 0.289
C -1.58 0.41 1.24 0.153
C -1.67 3.27 -1.96 -0.631
C 0.76 -3.21 3.40 -0.149
N -2.68 -2.66 2.52 -0.649
C 1.94 0.89 -1.37 -0.166
C -0.65 1.45 1.20 -0.210
H 2.84 -2.84 3.72 0.217
C -2.60 1.25 -0.81 -0.218
C 2.65 2.10 -1.39 -0.161
H 0.09 1.51 1.98 0.224
C 2.20 -2.11 1.82 -0.194
H -2.30 4.12 -1.68 0.222
H 3.28 2.35 -0.55 0.215
N -1.62 -0.59 2.15 -0.471
H 0.38 1.15 -4.38 0.232
C -1.66 -3.52 2.92 0.689
S -3.55 -1.07 0.47 0.339
C 1.15 -2.01 0.91 0.014
O -0.21 -2.50 -1.63 -0.564
H 0.03 3.15 0.12 0.214
O -1.93 -4.51 3.55 -0.562
C 1.24 -1.17 -0.29 -0.169
C 1.73 2.61 -3.55 -0.185
C 1.97 -0.02 -0.28 -0.097
O 0.43 -0.59 -2.49 -0.468
H 2.54 0.25 0.60 0.219
C -2.55 0.33 0.22 -0.226
H 3.17 -1.71 1.57 0.210
C 1.02 1.43 -3.55 -0.269
H -2.08 2.84 -2.87 0.216
H -3.62 -3.02 2.62 0.422
H 0.58 -3.64 4.38 0.229

---

[8]
49
Properties=species:S:1:pos:R:3:mulliken_spin:R:1 method="wB97M-V/def2-TZVPD" relative_energy_kj_mol=0.0 s2=2.020 lumo_energy_ha="0.0151 / -0.0408" orbital_gap_ev="7.390 / 7.094" e_tot_ev=-70859.380 multiplicity=3 fmax_ev_per_a=0.5
C -1.30 -1.20 -2.02 0.016
C 6.07 0.20 1.49 0.002
H -4.36 -1.24 -3.47 0.000
H -1.03 -1.62 5.41 -0.001
H 5.03 -0.13 3.34 0.000
C 3.69 -0.11 1.67 0.001
C -1.22 -0.22 -4.22 0.004
H 1.14 -0.97 4.39 0.013
O 0.73 -1.78 -0.81 0.016
C -2.75 1.12 -0.14 0.003
C -0.64 -1.53 -0.69 -0.009
N -0.76 -0.34 0.26 0.010
C -2.12 -1.42 3.57 0.087
C 0.31 -0.67 2.45 -0.142
C -2.58 -0.44 -4.37 0.000
H 4.49 0.33 -1.49 0.003
C -1.39 0.89 -0.16 0.002
C -0.58 -0.61 -3.05 -0.013
H -3.06 -1.72 4.01 0.006
H 0.49 -0.47 -2.94 0.014
H -3.44 0.36 0.21 -0.002
C -2.40 3.32 -1.04 0.000
H -3.08 -0.14 -5.28 0.000
C 5.91 0.34 0.10 0.087
Cl -4.97 2.61 -0.56 0.000
C -3.25 2.33 -0.58 0.001
C -0.51 1.88 -0.63 -0.010
H -0.35 3.85 -1.43 0.001
N 3.55 0.02 0.32 0.110
C -0.85 -0.69 1.66 0.144
C -3.30 -1.06 -3.35 0.001
H -1.15 -2.37 -0.22 0.002
C -0.97 -1.36 4.36 -0.035
C -2.66 -1.44 -2.18 -0.001
C 4.65 0.24 -0.43 -0.002
H -3.22 -1.91 -1.38 0.000
N 2.62 -0.33 2.47 0.402
C 4.97 -0.02 2.27 0.062
C 0.24 -1.00 3.80 0.111
H 6.76 0.51 -0.55 0.005
H -2.94 -1.16 1.61 -0.002
H -2.80 4.26 -1.38 0.000
O 0.80 1.62 -0.66 0.026
H -0.65 0.24 -5.01 0.000
C -1.03 3.10 -1.07 -0.001
N 1.50 -0.34 1.79 0.179
C -2.05 -1.09 2.23 -0.059
H 7.05 0.27 1.94 0.000
Ti 1.42 -0.12 -0.23 0.974